(1)
DFT (the ωB97M-V functional and the def2-TZVPD basis) results for C21H25BBrN7O2Pd as an isolated structure.

Values from the calculation:
* energy relative to the best compared isomer or geometry (same formula, charge and spin): 17.8 kcal per mole
* total energy: -4075.8890 Eh
* gap between HOMO and LUMO: 8.25 eV
* LUMO energy: -0.004 eV
* HOMO energy: -8.2 eV

Geometry as ORCA input:
```
! RIJCOSX wB97M-V def2-TZVPD def2/J DEFGRID3
* xyz 0 1
Pd -0.401 1.136 -0.135
C -1.795 2.039 3.145
C -0.855 0.894 2.977
C -0.289 0.090 3.976
C 0.584 -0.752 3.323
C 1.478 -1.806 3.887
N 0.529 -0.474 2.006
N -0.371 0.526 1.799
B 1.440 -1.032 0.874
N 2.204 0.191 0.270
N 1.566 1.399 0.230
C 2.414 2.301 -0.259
C 1.994 3.709 -0.494
C 3.650 1.687 -0.468
C 3.474 0.355 -0.120
C 4.449 -0.773 -0.157
N 0.573 -1.761 -0.194
N -0.663 -1.258 -0.445
C -1.311 -2.157 -1.167
C -2.719 -1.932 -1.610
C -0.489 -3.281 -1.381
C 0.694 -2.994 -0.730
C 1.932 -3.820 -0.598
H -1.467 2.673 3.969
H -2.804 1.694 3.374
H -1.837 2.643 2.241
H -0.473 0.137 5.036
H 1.333 -1.867 4.964
H 2.528 -1.582 3.694
H 1.263 -2.785 3.455
H 2.226 -1.814 1.332
H 0.948 3.842 -0.221
H 2.100 3.968 -1.548
H 2.601 4.399 0.094
H 4.557 2.146 -0.828
H 5.423 -0.407 -0.478
H 4.130 -1.543 -0.860
H 4.559 -1.240 0.823
H -3.243 -1.297 -0.898
H -3.253 -2.880 -1.677
H -2.766 -1.458 -2.595
H -0.726 -4.181 -1.926
H 1.798 -4.764 -1.124
H 2.163 -4.040 0.446
H 2.799 -3.318 -1.028
Br -4.169 1.061 0.925
C -3.744 1.292 -0.896
C -4.773 1.184 -1.816
C -4.458 1.312 -3.157
C -3.147 1.555 -3.522
C -2.193 1.647 -2.528
N -2.479 1.508 -1.222
C -0.757 1.921 -2.884
O -0.482 2.352 -3.985
O 0.103 1.651 -1.956
H -5.782 0.997 -1.482
H -5.234 1.216 -3.906
H -2.832 1.688 -4.547
*
```

Results of the Mulliken charge analysis, in e, for atoms 1 through 5:
1 Pd 0.590
2 C -1.549
3 C 0.211
4 C -1.235
5 C 0.809

***

(2)
DFT (the ωB97M-V functional and the def2-TZVPD basis) results for a 2-piece molecular cluster, C3H9NS2 overall at a distorted geometry.

Values from the calculation:
* energy relative to the best compared isomer or geometry (same formula, charge and spin): 25.5 kcal per mole
* total energy: -970.7911 Eh
* gap between HOMO and LUMO: 8.53 eV
* LUMO energy: 0.436 eV
* SMILES: C=CN.CSS
* HOMO energy: -8.1 eV

Geometry as ORCA input:
```
! RIJCOSX wB97M-V def2-TZVPD def2/J DEFGRID3
* xyz 0 1
C 1.592 -0.931 -1.844
S 1.036 -2.617 -1.279
S 0.135 -2.242 0.564
H 2.086 -1.148 -2.788
H 0.742 -0.258 -1.856
H 2.331 -0.554 -1.142
H -1.092 -2.006 0.142
C -0.994 1.775 -0.024
C -0.444 1.018 0.940
N -0.927 0.948 2.236
H -1.706 2.564 0.165
H -0.791 1.627 -1.074
H 0.484 0.495 0.787
H -1.901 1.143 2.403
H -0.549 0.185 2.770
*
```

Results of the Mulliken charge analysis, in e, for atoms 1 through 5:
1 C -0.562
2 S -0.063
3 S -0.231
4 H 0.324
5 H 0.072

***

(3)
DFT (the ωB97M-V functional and the def2-TZVPD basis) results for a 2-piece molecular cluster, C10H16 overall at a distorted geometry.

Values from the calculation:
* energy relative to the best compared isomer or geometry (same formula, charge and spin): 8.9 kcal per mole
* total energy: -390.6216 Eh
* gap between HOMO and LUMO: 10.07 eV
* LUMO energy: 1.031 eV
* SMILES: Cc1ccccc1.CCC
* HOMO energy: -9.0 eV

Geometry as ORCA input:
```
! RIJCOSX wB97M-V def2-TZVPD def2/J DEFGRID3
* xyz 0 1
C 0.613 2.452 3.572
C 0.518 0.557 -0.277
C -0.662 0.780 0.419
C 1.739 0.883 0.287
C -0.618 1.406 1.654
C 1.762 1.476 1.546
C 0.595 1.784 2.228
H 0.498 0.154 -1.262
H -1.567 0.422 -0.052
H 2.668 0.724 -0.240
H -1.544 1.527 2.206
H 2.725 1.758 1.953
H 1.565 2.956 3.746
H 0.594 1.734 4.398
H -0.194 3.173 3.677
C -0.745 -2.615 -2.267
C -2.076 -1.873 -2.397
C -0.357 -3.388 -3.551
H 0.053 -1.885 -2.129
H -0.737 -3.286 -1.412
H -1.967 -0.815 -2.625
H -1.195 -3.948 -3.964
H 0.086 -2.717 -4.278
H -2.674 -1.938 -1.488
H -2.706 -2.276 -3.188
H 0.353 -4.166 -3.257
*
```

Results of the Mulliken charge analysis, in e, for atoms 1 through 5:
1 C -1.392
2 C -0.254
3 C -0.525
4 C -0.745
5 C -0.293

***

(4)
DFT (the ωB97M-V functional and the def2-TZVPD basis) results for an isolated ion of composition HN2O4S and charge -1 at a distorted geometry.

Values from the calculation:
* energy relative to the best compared isomer or geometry (same formula, charge and spin): 8.2 kcal per mole
* total energy: -809.2557 Eh
* gap between HOMO and LUMO: 8.62 eV
* LUMO energy: 4.008 eV
* SMILES: O=NNS(=O)(=O)[O-]
* HOMO energy: -4.6 eV

Geometry as ORCA input:
```
! RIJCOSX wB97M-V def2-TZVPD def2/J DEFGRID3
* xyz -1 1
N 0.283 1.255 -0.341
N -0.485 1.082 0.606
O -1.799 -0.235 -1.216
O 1.534 1.538 -0.244
O -3.034 1.467 -0.001
O -2.427 -0.643 1.113
S -2.240 0.266 0.034
H -0.139 0.793 1.547
*
```

Results of the Mulliken charge analysis, in e, for atoms 1 through 5:
1 N -0.045
2 N -0.012
3 O -0.533
4 O -0.595
5 O -0.584

***

(5)
DFT (the ωB97M-V functional and the def2-TZVPD basis) results for an isolated molecule of CH3FIN at a distorted geometry.

Values from the calculation:
* energy relative to the best compared isomer or geometry (same formula, charge and spin): 60.0 kcal per mole
* total energy: -492.1026 Eh
* gap between HOMO and LUMO: 8.27 eV
* LUMO energy: -1.264 eV
* SMILES: CN(F)I
* HOMO energy: -9.5 eV

Geometry as ORCA input:
```
! RIJCOSX wB97M-V def2-TZVPD def2/J DEFGRID3
* xyz 0 1
C -0.649 0.267 -0.005
N 0.499 -0.430 -0.481
F 0.541 -1.661 0.162
I 2.503 0.536 0.072
H -0.669 1.245 -0.478
H -1.506 -0.319 -0.355
H -0.718 0.362 1.084
*
```

Results of the Mulliken charge analysis, in e, for atoms 1 through 5:
1 C -0.549
2 N -0.246
3 F -0.141
4 I 0.090
5 H 0.288

***

(6)
DFT (the ωB97M-V functional and the def2-TZVPD basis) results for a 5-piece molecular cluster, C20H41NO16 overall at a distorted geometry.

Values from the calculation:
* energy relative to the best compared isomer or geometry (same formula, charge and spin): 81.8 kcal per mole
* total energy: -2045.1204 Eh
* gap between HOMO and LUMO: 10.13 eV
* LUMO energy: 0.248 eV
* SMILES: CCOCN(O)C(=O)O.CCOC(=O)OC.CCOC(=O)OC.CCOC(=O)OC.CCOC(=O)OC
* HOMO energy: -9.9 eV

Geometry as ORCA input:
```
! RIJCOSX wB97M-V def2-TZVPD def2/J DEFGRID3
* xyz 0 1
C 6.455 -3.041 2.351
C 5.642 -2.808 0.921
O 5.200 -1.420 0.719
C 4.026 -1.055 1.507
N 2.769 -1.797 1.278
O 2.350 -1.962 0.051
C 2.380 -2.827 2.284
O 2.191 -2.556 3.599
O 2.089 -4.229 1.882
H 6.610 -4.213 2.506
H 7.527 -2.563 2.316
H 5.824 -2.602 3.259
H 4.762 -3.571 0.752
H 6.431 -3.029 0.072
H 4.305 -1.126 2.662
H 3.835 0.104 1.296
H 3.077 -2.126 -0.614
H 2.439 -4.854 2.591
C -0.527 -3.788 0.424
C -0.280 -5.265 0.677
O -1.495 -5.936 1.033
C -2.342 -6.202 0.009
O -2.156 -5.932 -1.167
O -3.449 -6.799 0.520
C -4.470 -7.041 -0.444
H -1.029 -3.329 1.282
H 0.414 -3.263 0.240
H -1.179 -3.636 -0.442
H 0.403 -5.375 1.526
H 0.194 -5.751 -0.183
H -4.085 -7.602 -1.301
H -4.907 -6.091 -0.767
H -5.253 -7.637 0.033
C 0.360 2.552 1.743
C 0.562 3.740 0.819
O 1.182 4.831 1.512
C 2.515 4.708 1.728
O 3.217 3.771 1.382
O 2.932 5.798 2.423
C 4.303 5.746 2.807
H -0.191 2.851 2.641
H -0.192 1.756 1.236
H 1.317 2.143 2.081
H -0.414 4.098 0.474
H 1.139 3.468 -0.072
H 4.952 5.560 1.946
H 4.444 4.976 3.572
H 4.572 6.715 3.238
C -6.590 -4.010 -6.715
C -6.916 -5.207 -5.839
O -5.764 -6.041 -5.659
C -4.840 -5.585 -4.778
O -4.909 -4.551 -4.134
O -3.807 -6.466 -4.757
C -2.714 -6.052 -3.943
H -6.150 -4.335 -7.663
H -7.491 -3.425 -6.922
H -5.858 -3.353 -6.235
H -7.676 -5.820 -6.335
H -7.329 -4.902 -4.871
H -3.042 -5.809 -2.927
H -2.214 -5.194 -4.403
H -2.000 -6.878 -3.885
C 1.914 9.073 2.496
C 0.601 8.310 2.504
O -0.511 9.199 2.332
C -0.719 9.643 1.068
O -0.058 9.350 0.084
O -1.775 10.496 1.089
C -2.037 11.119 -0.166
H 1.897 9.878 3.238
H 2.751 8.405 2.715
H 2.096 9.542 1.524
H 0.471 7.826 3.477
H 0.585 7.519 1.745
H -2.150 10.377 -0.963
H -1.236 11.825 -0.404
H -2.975 11.675 -0.080
*
```

Results of the Mulliken charge analysis, in e, for atoms 1 through 5:
1 C -0.857
2 C -0.103
3 O -0.364
4 C -0.452
5 N 0.519

***

Q: Which formula does entry 5 have?
A: CH3FIN

***

Q: Which of these has the highest total energy?
A: C10H16

***

Q: Which value of HOMO energy does entry 2 give?
A: -8.1 eV

***

Q: Which formula does entry 3 have?
A: C10H16